(P)
Entry from the Open Molecules 2025 dataset: C20H27NO2 in the gas phase (the ωB97M-V functional and the def2-TZVPD basis).

Atoms and positions in Å:
H  1.76  3.47  -0.11
H  -1.48  -1.93  3.32
C  1.81  0.42  -2.46
C  0.57  -0.31  3.54
C  1.78  2.61  -0.77
C  2.95  2.25  -1.42
O  -1.37  -0.20  -0.85
H  -0.62  -2.07  -0.36
H  3.12  -1.45  3.82
H  0.31  0.41  5.55
H  -0.41  -0.97  -2.50
C  -0.71  -1.06  0.06
H  3.53  -2.97  3.03
H  1.83  -0.45  -3.11
C  2.88  -2.10  2.98
C  -0.65  0.00  -2.05
H  -0.16  0.41  3.16
C  -1.95  1.53  -5.26
H  -4.12  2.94  -3.09
C  -1.54  -1.10  1.34
H  1.29  -3.33  2.27
C  0.32  -0.55  5.03
N  0.51  -1.47  2.67
H  1.56  0.15  3.41
C  0.63  0.78  -1.82
C  -2.55  1.58  -2.56
H  -1.71  1.51  -6.31
H  -2.79  1.59  -1.50
C  -1.21  0.78  -4.37
O  -2.80  -1.68  1.10
C  0.62  1.88  -0.98
C  2.96  1.16  -2.26
H  1.10  -1.16  5.47
H  -3.14  -1.28  0.29
H  3.85  2.83  -1.26
H  -1.68  -0.06  1.69
H  -0.64  -1.04  5.19
H  -0.30  2.16  -0.48
C  1.42  -2.55  3.02
C  -0.84  -1.94  2.42
H  3.88  0.87  -2.76
C  -3.30  2.34  -3.45
H  3.08  -1.56  2.05
H  1.20  -2.99  4.01
H  -0.39  0.17  -4.73
H  -0.81  -2.96  2.05
H  0.30  -0.68  0.30
C  -3.00  2.32  -4.80
C  -1.51  0.80  -3.01
H  -3.58  2.90  -5.49

Calculated values
* frontier orbital gap: 9.1333 eV
* LUMO: 0.8 eV
* SMILES: CCN(CC)C[C@H](O)COC(c1ccccc1)c1ccccc1
* total charge: 0
* E_HOMO: -8.34 eV



(Q)
Entry from the Open Molecules 2025 dataset: C20H27NO2 in the gas phase (the ωB97M-V functional and the def2-TZVPD basis).

Atoms and positions in Å:
H  -2.49  1.72  1.87
H  -5.37  -2.34  1.99
C  5.33  -0.58  -0.29
H  1.40  -0.27  -1.61
H  -3.94  -3.27  1.48
H  3.35  -1.26  -0.76
H  8.12  1.15  0.63
C  -2.18  1.47  0.83
H  -4.06  2.05  -0.91
H  5.35  -2.62  -0.98
C  4.14  1.85  0.39
C  3.93  -0.42  -0.40
C  -6.51  0.86  -1.48
C  -0.28  0.61  -0.57
H  6.10  2.53  0.86
H  -5.45  -3.37  0.55
H  -0.96  -0.11  -1.03
H  9.17  -1.00  0.02
C  -0.76  0.92  0.84
N  -3.12  0.56  0.20
H  -0.30  1.52  -1.17
H  -4.02  -0.22  1.95
H  -0.70  0.02  1.45
C  -4.33  1.22  -0.25
C  3.34  0.77  -0.07
C  -5.20  0.22  -1.02
H  7.79  -2.87  -0.78
H  -2.19  2.40  0.26
O  2.01  1.05  -0.14
C  -4.81  -2.71  1.13
C  8.10  -0.87  -0.06
C  7.32  -1.94  -0.52
C  5.49  1.71  0.51
H  -0.10  1.67  1.29
C  5.96  -1.80  -0.63
C  1.13  0.04  -0.59
H  -2.57  -1.08  1.37
C  -4.37  -1.53  0.27
H  -4.62  -0.14  -1.89
O  -5.53  -0.88  -0.20
H  -6.30  1.69  -2.15
H  1.19  -0.84  0.07
H  -3.79  -1.90  -0.60
C  6.13  0.49  0.17
C  -3.48  -0.56  1.05
H  3.64  2.77  0.65
H  -7.07  1.22  -0.62
C  7.52  0.32  0.28
H  -7.11  0.12  -2.00
H  -4.91  1.63  0.60

Calculated values
* frontier orbital gap: 8.8221 eV
* LUMO: 0.8 eV
* SMILES: C[C@@H]1CN(CCCCOc2ccc3ccccc3c2)C[C@H](C)O1
* total charge: 0
* E_HOMO: -8.00 eV



Energies relative to the minimum, kcal/mol: (P) 13.7; (Q) 0.0



(P)
Entry from the Open Molecules 2025 dataset: C5H6F2O in the gas phase (the ωB97M-V functional and the def2-TZVPD basis).

Atoms and positions in Å:
C  0.79  0.57  1.12
C  0.42  1.06  -0.28
O  -2.25  -1.39  -0.29
C  -0.76  0.33  -0.89
H  -0.88  0.02  -1.96
H  -1.29  -0.27  1.13
C  1.40  -0.13  0.04
H  1.06  1.97  -0.55
H  0.13  0.04  1.86
H  1.36  1.06  1.84
H  -2.35  -1.45  -1.24
C  -1.41  -0.41  0.01
F  1.09  -1.42  -0.28
F  2.69  0.02  -0.52

Calculated values
* frontier orbital gap: 9.4389 eV
* LUMO: 0.9 eV
* SMILES: O/C=C/[C@H]1CC1(F)F
* total charge: 0
* E_HOMO: -8.55 eV



(Q)
Entry from the Open Molecules 2025 dataset: 2 unconnected molecules or ions with the total composition C5H6F2O (the ωB97M-V functional and the def2-TZVPD basis).

Atoms and positions in Å:
C  1.55  0.71  0.32
H  1.79  1.39  1.23
C  1.00  -1.59  -0.54
H  2.45  0.54  -0.32
O  0.05  -0.68  1.52
F  -2.50  -0.16  -1.38
H  -0.04  -1.82  -1.07
C  -2.76  0.56  -0.35
H  1.21  -2.44  0.05
F  -3.21  2.38  1.27
C  0.75  -0.50  0.56
H  1.74  -1.36  -1.32
C  -2.94  1.49  0.39
H  0.91  1.48  -0.36

Calculated values
* frontier orbital gap: 10.3620 eV
* LUMO: 0.6 eV
* SMILES: CC(C)=O.FC#CF
* total charge: 0
* E_HOMO: -9.75 eV



Energies relative to the minimum, kcal/mol: (P) 0.0; (Q) 29.0



(P)
Entry from the Open Molecules 2025 dataset: C2H7N3 in the gas phase (the ωB97M-V functional and the def2-TZVPD basis).

Atoms and positions in Å:
N  -1.23  0.79  0.14
H  -2.39  -0.72  -0.55
H  0.05  2.24  0.34
H  1.88  1.24  -0.31
H  -1.21  -1.16  0.79
H  0.57  -1.28  -0.18
N  1.13  0.61  -0.45
N  1.50  -0.65  0.11
H  -0.50  -1.02  -0.95
C  -0.05  1.22  0.04
H  1.62  -0.64  1.20
C  -1.36  -0.62  -0.18

Calculated values
* frontier orbital gap: 10.0077 eV
* LUMO: 0.9 eV
* SMILES: C/N=C\NN
* total charge: 0
* E_HOMO: -9.14 eV



(Q)
Entry from the Open Molecules 2025 dataset: C2H7N3 in the gas phase (the ωB97M-V functional and the def2-TZVPD basis).

Atoms and positions in Å:
N  -0.48  -0.61  0.15
N  0.52  1.47  0.07
H  1.77  -1.57  -0.04
N  1.80  -0.56  0.04
H  -2.14  0.41  1.04
H  -0.37  -1.58  0.07
H  2.69  -0.06  -0.14
H  -1.55  0.94  -0.72
H  1.42  1.99  0.02
C  0.65  0.20  0.05
C  -1.77  0.05  -0.01
H  -2.53  -0.69  -0.53

Calculated values
* frontier orbital gap: 9.5915 eV
* LUMO: 0.9 eV
* SMILES: [H]/N=C(\N)NC
* total charge: 0
* E_HOMO: -8.71 eV



Energies relative to the minimum, kcal/mol: (P) 59.1; (Q) 0.0



(P)
Entry from the Open Molecules 2025 dataset: C2H7N3 in the gas phase (the ωB97M-V functional and the def2-TZVPD basis).

Atoms and positions in Å:
H  -1.27  -1.13  -0.37
H  0.60  -1.04  -1.71
N  2.44  -0.37  -0.55
H  -1.24  1.36  1.47
H  3.04  -0.03  -1.31
C  -0.90  -0.21  0.08
H  2.50  0.35  0.17
H  -1.91  -0.22  1.96
N  0.97  -0.18  -1.27
C  -1.73  0.46  1.11
N  0.22  0.28  -0.28
H  -2.71  0.73  0.70

Calculated values
* frontier orbital gap: 9.6785 eV
* LUMO: 1.3 eV
* SMILES: C/C=N/NN
* total charge: 0
* E_HOMO: -8.37 eV



(Q)
Entry from the Open Molecules 2025 dataset: C2H7N3 in the gas phase (the ωB97M-V functional and the def2-TZVPD basis).

Atoms and positions in Å:
N  0.31  0.22  1.92
H  -0.62  0.39  -2.32
C  -1.06  -0.20  -1.46
N  -0.06  -0.26  -0.34
H  -1.91  0.38  -1.05
H  -1.53  -1.15  -1.80
H  1.46  0.87  0.10
H  1.82  -0.69  -0.59
C  -0.48  0.11  0.93
H  1.17  -0.09  1.58
H  -1.55  0.08  0.96
N  1.24  0.14  -0.68

Calculated values
* frontier orbital gap: 9.7662 eV
* LUMO: 1.0 eV
* SMILES: [H]/N=C\N(C)N
* total charge: 0
* E_HOMO: -8.80 eV



(R)
Entry from the Open Molecules 2025 dataset: C2H7N3 in the gas phase (the ωB97M-V functional and the def2-TZVPD basis).

Atoms and positions in Å:
H  -1.31  1.10  -0.63
H  1.85  -1.40  -0.02
N  0.80  -1.40  0.12
H  0.23  2.01  0.27
C  0.61  1.02  0.71
N  -1.55  -0.88  -1.36
N  0.21  -0.11  -0.08
H  0.23  0.91  1.77
H  -2.43  -0.58  -1.82
H  0.61  -1.84  1.05
C  -0.96  0.04  -0.78
H  1.71  1.12  0.77

Calculated values
* frontier orbital gap: 9.4988 eV
* LUMO: 0.9 eV
* SMILES: [H]/N=C/N(C)N
* total charge: 0
* E_HOMO: -8.63 eV



Energies relative to the minimum, kcal/mol: (P) 24.3; (Q) 4.9; (R) 0.0